(1)
A 13-piece molecular cluster, C13H52N26O13 overall at a distorted geometry. Source: the Open Molecules 2025 dataset; level of theory: ωB97M-V/def2-TZVPD.

Structure (XYZ):
```
104
Properties=species:S:1:pos:R:3
C -1.461 3.186 2.027
O -2.424 2.475 2.149
N -0.954 3.854 3.004
N -0.783 3.218 0.916
H -1.493 3.773 3.854
H 0.046 3.950 2.901
H 0.055 3.726 0.673
H -1.157 2.651 0.168
C -3.749 -0.790 1.282
O -4.512 -1.758 1.051
N -4.162 0.332 1.827
N -2.463 -0.737 1.132
H -3.502 1.086 1.953
H -5.154 0.413 1.997
H -2.044 -1.551 0.704
H -1.811 -0.195 1.679
C 3.555 4.389 -1.225
O 3.678 5.411 -0.614
N 4.047 4.124 -2.450
N 2.881 3.379 -0.735
H 4.257 3.146 -2.592
H 4.517 4.844 -2.978
H 2.527 3.502 0.203
H 2.488 2.747 -1.418
C -1.941 -5.261 1.687
O -1.322 -5.836 0.839
N -2.956 -5.716 2.307
N -1.668 -4.007 2.009
H -3.629 -5.091 2.726
H -2.947 -6.725 2.361
H -2.349 -3.706 2.691
H -0.793 -3.521 1.872
C -1.187 4.567 -2.529
O -2.015 4.537 -1.613
N -1.010 5.474 -3.464
N -0.504 3.559 -2.835
H -0.990 5.274 -4.454
H -1.372 6.416 -3.516
H 0.172 3.574 -3.586
H -0.592 2.652 -2.399
C 2.267 1.285 -4.438
O 3.356 1.769 -4.445
N 1.841 0.700 -3.310
N 1.426 1.108 -5.437
H 0.923 0.279 -3.347
H 2.390 0.730 -2.463
H 0.446 0.917 -5.284
H 1.885 1.405 -6.287
C -2.203 0.555 -3.491
O -1.088 0.289 -3.909
N -2.646 0.072 -2.370
N -3.005 1.448 -4.025
H -3.536 0.187 -1.905
H -1.903 -0.528 -2.042
H -3.843 1.777 -3.567
H -2.771 1.840 -4.926
C 0.472 0.450 -0.017
O 0.082 1.126 -0.968
N 0.277 -0.838 0.095
N 1.063 0.879 1.078
H 0.579 -1.145 1.008
H -0.051 -1.500 -0.594
H 1.280 1.863 1.142
H 1.402 0.264 1.804
C 0.141 0.038 4.035
O 1.363 -0.030 3.923
N -0.704 -0.973 3.846
N -0.415 1.167 4.402
H -1.714 -0.960 3.873
H -0.178 -1.834 3.794
H 0.062 2.037 4.217
H -1.419 1.209 4.295
C 1.846 -4.863 -1.437
O 2.826 -4.728 -2.123
N 1.456 -6.049 -1.121
N 1.120 -3.936 -0.916
H 0.592 -6.114 -0.602
H 1.998 -6.860 -1.383
H 0.160 -3.976 -0.604
H 1.458 -2.991 -1.028
C 1.692 -3.362 2.490
O 0.713 -2.813 2.158
N 2.062 -4.517 1.919
N 2.401 -2.840 3.444
H 1.322 -4.707 1.258
H 2.763 -5.205 2.156
H 2.092 -1.987 3.889
H 3.177 -3.361 3.827
C 3.282 3.554 2.799
O 2.342 3.196 2.117
N 3.705 4.755 2.608
N 3.757 2.959 3.866
H 4.313 5.106 3.334
H 3.389 5.288 1.811
H 4.537 3.181 4.468
H 3.213 2.109 3.919
C -2.143 -3.241 -2.019
O -1.386 -2.576 -1.378
N -2.368 -3.073 -3.272
N -2.675 -4.412 -1.729
H -2.363 -2.116 -3.594
H -2.488 -3.847 -3.909
H -2.449 -4.867 -0.856
H -3.407 -4.655 -2.381
```

Its HOMO energy (spin up / spin down) is -11.39 / -11.37 eV. The LUMO energy (spin up / spin down) comes out at -1.987 / -8.170 eV. The total charge is +1. The orbital gap (spin up / spin down) is 9.398 / 3.205 eV. The energy above the lowest of the compared OMol25 structures with the same formula, charge and spin is 0.0 kcal/mol. Its total energy is -2928.41591 a.u. For the max |F|, the calculation gives 7.90 eV/Å. The spin multiplicity is 2.

=====

(2)
C38H39NOP2SiW as an isolated structure at a distorted geometry. Source: the Open Molecules 2025 dataset; level of theory: ωB97M-V/def2-TZVPD.

Structure (XYZ):
```
83
Properties=species:S:1:pos:R:3
C -2.193 -4.738 -1.094
C -1.364 -3.659 -1.407
C -1.892 -2.523 -2.069
C -3.241 -2.568 -2.551
C -4.036 -3.713 -2.254
C -3.537 -4.751 -1.489
C -3.681 -1.517 -3.358
C -2.787 -0.585 -3.891
C -1.441 -0.615 -3.425
C -0.446 0.114 -4.121
C -0.823 1.056 -5.084
C -2.170 1.190 -5.453
C -3.122 0.347 -4.918
H -1.787 -5.569 -0.522
H -5.034 -3.748 -2.682
H -4.172 -5.593 -1.209
H -4.687 -1.534 -3.755
H -0.065 1.695 -5.538
H -2.445 1.959 -6.179
H -4.154 0.363 -5.270
N -1.165 -1.337 -2.252
W -0.362 -0.257 -0.623
C 0.081 -3.690 -0.992
H 0.770 -3.532 -1.838
H 0.333 -4.643 -0.506
C 1.002 -0.098 -3.751
H 1.282 -1.165 -3.727
H 1.675 0.435 -4.439
P 0.357 -2.347 0.257
P 1.285 0.603 -2.067
C 1.272 2.376 -2.470
H 1.645 2.967 -1.627
H 1.923 2.557 -3.340
H 0.252 2.705 -2.711
C 3.016 0.227 -1.713
H 3.651 0.776 -2.425
H 3.276 0.526 -0.690
H 3.204 -0.848 -1.823
C -0.614 -2.946 1.683
H -0.295 -3.965 1.961
H -0.482 -2.255 2.527
H -1.676 -2.953 1.394
C 2.110 -2.604 0.617
H 2.465 -1.817 1.281
H 2.251 -3.572 1.115
H 2.703 -2.567 -0.307
C -1.793 1.093 -0.466
O -2.605 1.960 -0.514
H -1.888 -0.791 0.023
C -1.366 -0.774 5.374
C -2.162 -0.558 4.246
C -1.605 -0.008 3.087
C -0.237 0.298 3.035
C 0.517 0.218 4.211
C -0.024 -0.373 5.359
Si 0.433 1.022 1.394
C -0.081 2.864 1.695
C 0.277 3.853 0.771
C 0.008 5.205 1.015
C -0.651 5.591 2.187
C -1.028 4.615 3.115
C -0.737 3.263 2.870
C 2.332 1.098 1.735
C 3.091 2.208 1.341
C 4.484 2.212 1.506
C 5.131 1.126 2.099
C 4.374 0.051 2.576
C 2.982 0.066 2.427
H -1.789 -1.242 6.268
H -3.222 -0.818 4.256
H -2.249 0.181 2.221
H 1.537 0.613 4.258
H 0.607 -0.513 6.239
H 0.796 3.587 -0.151
H 0.309 5.954 0.278
H -0.886 6.642 2.370
H -1.556 4.891 4.030
H -1.024 2.527 3.625
H 2.602 3.096 0.937
H 5.059 3.076 1.161
H 6.221 1.109 2.184
H 4.853 -0.796 3.067
H 2.409 -0.737 2.905
```

Its HOMO energy (spin up / spin down) is -13.16 / -13.13 eV. The LUMO energy (spin up / spin down) comes out at -8.586 / -8.195 eV. The total charge is +2. The orbital gap (spin up / spin down) is 4.572 / 4.936 eV. The energy above the lowest of the compared OMol25 structures with the same formula, charge and spin is 26.2 kcal/mol. Its total energy is -2640.13493 a.u. For the max |F|, the calculation gives 7.52 eV/Å. The spin multiplicity is 3.

=====

- Look up the total charge of the second one.
  +2

=====

- Among the records above, which one has the highest max |F|?
  C13H52N26O13